1.
{
  "formula": "C4H20O6",
  "method": "ωB97M-V with the def2-TZVPD basis set",
  "species": ["H", "C", "H", "H", "H", "H", "H", "H", "O", "H", "H", "H", "H", "H", "O", "H", "H", "C", "H", "H", "O", "H", "H", "O", "H", "C", "O", "O", "C", "H"],
  "xyz": [[3.456153, -1.168841, -1.127437], [-0.341040, -0.695272, 1.511805], [-2.588733, -1.016813, 3.184519], [0.548127, -2.744728, -2.878288], [0.272589, -1.197372, -3.246544], [-1.951260, 1.606691, 0.269335], [-3.069980, 0.493366, 2.634824], [-1.894274, 0.410199, -0.660497], [0.819408, 1.464324, -1.443145], [2.088945, 2.814752, -0.969602], [-0.363198, 1.087854, 2.601518], [-2.290906, -2.061842, -1.291220], [1.390719, 0.309586, 0.826560], [0.709472, 1.596346, -2.387676], [0.207621, -1.902411, -2.604067], [4.035655, -0.416196, -0.103556], [1.589255, -1.393929, 0.863812], [-2.188244, -0.009418, 3.067158], [3.436030, 2.771043, -0.372272], [-2.118091, 0.467543, 4.050226], [2.667426, 3.346066, -0.408154], [0.011712, 1.800737, -1.024459], [-0.900902, -1.633659, 1.423882], [-1.814070, 1.346559, -0.646173], [-3.511018, -1.378937, -1.927064], [0.859369, -0.619056, 0.644388], [4.340270, -0.981464, -0.825872], [-3.125331, -1.626236, -1.081476], [-0.911100, 0.185548, 2.319153], [0.635396, -0.854440, -0.399678]],
  "atomic_forces_ev_per_a": [[-0.48, -0.68, -0.96], [-1.00, -1.21, -0.23], [0.67, -0.29, -0.02], [0.35, -0.13, -0.80], [0.33, -0.40, -0.47], [-0.06, -0.16, 0.08], [0.46, 0.25, -0.34], [-0.24, -1.48, 0.12], [0.57, 0.22, -0.32], [-0.49, -0.06, 0.03], [-0.15, 0.12, -0.42], [-0.01, 0.00, -0.13], [-0.06, 0.34, -0.58], [-0.19, 0.13, -0.05], [-0.76, 0.48, 1.32], [0.83, 0.21, 0.36], [0.03, -0.42, 0.57], [-1.12, 0.50, 0.43], [0.31, 0.18, 0.20], [0.10, -0.32, 0.06], [0.27, -0.10, -0.08], [-0.33, -0.33, -0.17], [0.06, 0.08, -0.15], [0.07, 1.74, -0.13], [0.04, -0.04, -0.04], [0.61, -0.19, 0.47], [-0.43, 0.50, 0.61], [0.18, 0.13, 0.15], [0.63, 0.22, 0.44], [-0.19, 0.73, 0.06]],
  "mulliken_charge": [0.32, -0.10, 0.35, 0.29, 0.29, 0.33, 0.25, 0.34, -0.67, 0.38, 0.38, 0.32, 0.26, 0.26, -0.58, 0.32, 0.41, -1.16, 0.29, 0.34, -0.63, 0.41, 0.22, -0.71, 0.31, -0.87, -0.63, -0.65, -0.23, 0.15],
  "de_lowest_kj_mol": 52.7,
  "orbital_gap_ev": 9.24,
  "molar_mass_g_mol": 164.20,
  "charge": 0,
  "max_force_ev_per_a": 1.74
}


2.
{
  "formula": "C4H20O8",
  "method": "ωB97M-V with the def2-TZVPD basis set",
  "species": ["H", "H", "H", "H", "H", "H", "H", "H", "H", "H", "O", "H", "O", "C", "H", "O", "H", "C", "C", "O", "H", "O", "H", "O", "H", "H", "H", "H", "O", "O", "C", "H"],
  "xyz": [[10.383100, 5.527150, 17.623540], [13.005950, 5.523970, 21.628420], [8.957420, 3.630670, 20.981530], [12.643740, 6.823420, 20.517520], [8.421030, 3.205240, 17.752240], [11.209310, 5.629300, 23.499530], [10.188390, 1.468010, 19.344150], [7.525740, 3.588940, 18.911170], [7.900000, 4.163310, 23.448980], [9.333610, 5.198830, 19.859320], [8.672440, 5.881030, 24.135410], [8.749120, 6.309080, 23.279550], [9.296190, 4.097290, 20.217490], [12.198850, 6.152920, 21.252780], [11.073210, 4.526760, 21.500160], [11.877120, 6.793800, 22.529830], [9.802320, 2.338650, 20.520950], [11.198860, 5.167480, 20.627350], [8.777340, 4.528290, 23.983000], [9.999430, 5.776530, 20.239520], [10.096220, 3.185110, 22.959570], [9.550200, 5.801460, 18.007270], [9.707200, 4.570780, 22.001810], [11.210880, 4.669340, 23.507670], [9.188770, 5.003040, 18.392150], [8.912880, 3.641170, 19.468320], [11.659870, 4.638080, 19.793500], [8.876280, 4.046960, 24.955950], [9.693510, 1.457410, 20.163440], [8.431230, 3.639820, 18.605040], [9.956880, 4.264600, 23.017700], [11.047520, 7.198600, 22.266210]],
  "atomic_forces_ev_per_a": [[0.31, 0.17, -0.06], [0.31, -0.28, -0.62], [-0.48, 0.24, 0.62], [-0.33, 0.60, 0.22], [0.17, -0.44, -0.80], [0.56, 0.37, 0.07], [0.28, -0.10, -0.09], [-0.82, 0.14, 0.00], [-0.47, -0.54, 0.18], [0.79, 2.64, 0.80], [-0.35, 2.24, 1.05], [-0.09, 0.01, -0.17], [-1.27, -9.42, 8.50], [1.79, -1.01, 0.24], [0.64, -0.54, -1.44], [-0.92, 0.88, -2.34], [0.55, 0.03, -0.02], [0.04, 1.57, 1.06], [1.03, -0.99, -1.77], [5.50, 10.60, 2.75], [-0.36, -0.52, -0.20], [-0.38, 0.46, -2.43], [-0.21, 0.97, 1.33], [-0.86, -0.75, 0.52], [0.23, 0.78, -1.07], [3.16, -2.34, 3.58], [0.45, -0.07, -0.07], [0.09, 0.09, -0.09], [-0.29, -0.83, -0.02], [-8.09, -2.72, -12.37], [-0.53, -2.05, 2.17], [-0.43, 0.83, 0.47]],
  "mulliken_charge": [0.30, 0.36, 0.08, 0.39, 0.36, 0.46, 0.30, 0.28, 0.23, 0.34, -0.55, 0.31, -0.94, -0.89, 0.34, -0.60, 0.34, -0.01, -0.48, -0.74, 0.51, -0.63, -0.01, -0.56, 0.37, 0.78, 0.26, 0.34, -0.70, -0.47, -0.11, 0.35],
  "de_lowest_kj_mol": 1163.4,
  "orbital_gap_ev": 7.40,
  "molar_mass_g_mol": 196.20,
  "charge": 0,
  "max_force_ev_per_a": 15.03
}


3.
{
  "formula": "C4H20O9",
  "method": "ωB97M-V with the def2-TZVPD basis set",
  "species": ["O", "H", "O", "O", "C", "H", "H", "O", "O", "H", "C", "H", "H", "H", "H", "O", "H", "H", "O", "H", "O", "H", "H", "C", "O", "H", "C", "H", "H", "H", "H", "H", "H"],
  "xyz": [[-1.553037, 2.589647, -1.923010], [0.294078, -0.192154, 3.282052], [0.683139, 0.704051, 3.445425], [-0.126708, -1.784543, 2.979399], [0.499668, 0.426806, -1.198905], [-1.360405, -2.176828, 0.241837], [1.533885, 1.095385, 1.771115], [-1.131832, -1.036982, -1.489946], [-1.767600, 0.586795, -0.136489], [-0.935032, -2.228735, 3.478998], [2.778312, 0.019828, -0.459364], [-1.379010, 1.464468, 1.276556], [3.457819, -0.272785, 0.287179], [-2.371673, 2.829142, -2.481871], [-1.266411, -3.743868, 0.471517], [1.158178, 1.266006, 0.881186], [3.135130, 0.968646, -0.768938], [1.238911, -0.809840, 0.584730], [-1.050196, 2.024008, 1.973943], [-0.295018, -2.071085, 2.086510], [-0.039101, -0.841540, -4.197660], [-0.251835, 2.466712, 1.777485], [0.895427, -0.268854, -1.987635], [1.375163, 0.105241, 0.074406], [-0.857817, -2.908962, 0.645293], [2.924428, -0.722427, -1.271696], [-0.889930, 0.162058, -0.910726], [0.658289, 1.532768, -1.408528], [-0.233497, -1.536211, -3.610480], [-2.012093, 2.818159, -0.987091], [-2.026710, -1.291075, -1.600568], [-0.954835, -0.397757, -4.107265], [-0.129687, 1.223926, 3.282540]],
  "atomic_forces_ev_per_a": [[-4.09, 1.85, 1.72], [0.77, 0.41, 0.29], [-0.55, -0.55, 0.40], [-2.65, -1.50, 2.53], [2.22, 0.97, 0.37], [0.19, -0.81, 0.03], [-0.62, 0.00, 0.00], [1.05, -0.78, -1.24], [2.13, -0.52, -1.85], [2.65, 1.52, -1.40], [0.40, -0.68, -0.70], [0.50, -0.10, -0.84], [0.85, -0.51, 1.33], [2.07, -0.55, 0.77], [-0.55, -0.53, -0.26], [1.38, -1.02, -0.14], [0.11, 1.04, -0.67], [-1.20, -1.04, 0.64], [-2.38, 0.79, 2.24], [-0.02, -0.46, -0.83], [-2.48, 2.28, -0.85], [1.04, 0.22, -1.06], [-0.87, 1.24, 0.46], [0.16, 2.72, -1.70], [0.33, 1.17, 0.03], [-0.39, 0.44, 0.34], [-3.24, -1.04, 2.13], [-0.01, -1.54, 0.13], [0.27, -1.84, 1.30], [2.01, -1.00, -2.81], [-1.82, 0.09, 0.38], [2.29, -0.43, -0.65], [0.46, 0.17, -0.08]],
  "mulliken_charge": [-0.65, 0.42, -0.78, -0.70, -0.31, 0.33, 0.40, -0.51, -0.80, 0.32, -1.80, 0.46, 0.50, 0.31, 0.28, -0.50, 0.39, 0.10, -0.80, 0.38, -0.63, 0.36, 0.22, 0.66, -0.66, 0.40, 0.55, 0.35, 0.30, 0.34, 0.39, 0.33, 0.40],
  "de_lowest_kj_mol": 265.1,
  "orbital_gap_ev": 9.58,
  "molar_mass_g_mol": 212.19,
  "charge": 0,
  "max_force_ev_per_a": 4.81
}


4.
{
  "formula": "C4H21NO8",
  "method": "ωB97M-V with the def2-TZVPD basis set",
  "species": ["H", "O", "H", "H", "H", "H", "H", "N", "H", "O", "H", "H", "H", "H", "C", "O", "H", "C", "C", "O", "O", "O", "O", "H", "H", "H", "H", "C", "O", "H", "H", "H", "H", "H"],
  "xyz": [[-0.717737, -2.715554, -1.108306], [2.515750, -1.074059, 0.853304], [0.697145, 3.925123, -0.468952], [-0.134012, -0.884866, 0.583535], [0.205147, 0.070383, -4.434687], [-3.415259, -1.737230, 0.438885], [-3.976387, -0.816592, 1.396670], [0.390470, -0.248574, 1.119271], [2.217247, -2.191893, -1.796349], [-1.995430, -1.028927, -2.792552], [2.477132, -0.915591, -1.241939], [2.007330, 0.168365, 3.506739], [-1.112291, -0.398560, 2.579102], [-0.617897, 1.838808, 0.509789], [2.429923, 0.528717, 2.526050], [-2.370998, 0.761211, 0.725945], [-2.027991, -0.620893, -1.908553], [-1.245338, 1.356915, 1.332322], [1.702741, -0.295725, 1.384947], [1.142284, 4.286947, 0.197653], [2.716443, -1.478182, -2.045138], [-0.128235, -2.038845, -1.418731], [-0.039351, 0.482697, -3.600122], [-2.697364, 0.121170, 1.355370], [-1.703084, 2.253197, 1.722764], [0.366276, 4.474915, 0.775620], [-1.636814, -0.234795, -3.315498], [-0.401444, 0.372178, 2.171455], [-3.559164, -1.715753, 1.412879], [0.245287, 0.827734, 2.837066], [3.534710, 0.474574, 2.441435], [-0.634572, -1.218592, -2.030460], [2.212112, 1.649141, 2.243029], [0.812049, 0.337964, -3.074705]],
  "atomic_forces_ev_per_a": [[-0.87, -0.14, -0.32], [-1.56, 0.67, -0.67], [-2.31, -2.54, -4.98], [0.35, -1.30, -1.35], [-0.07, -0.02, -0.25], [0.17, -0.74, 0.74], [-0.27, -1.29, 0.70], [0.73, 1.14, 2.67], [-2.09, -3.27, 0.53], [-0.01, 2.30, -0.44], [0.95, -0.82, -1.24], [0.76, 0.88, -0.77], [0.84, 0.77, 0.30], [-0.46, -1.18, 0.86], [-1.87, 1.98, -1.22], [0.13, -0.85, -0.98], [-0.91, -0.03, -0.17], [0.07, 2.38, -0.78], [4.33, -2.32, 0.32], [1.14, 2.37, 5.03], [1.11, 4.19, 0.62], [0.23, 3.50, -1.20], [2.22, 0.07, 0.74], [0.13, -0.26, 0.18], [0.40, 0.37, 1.63], [1.16, 0.15, -0.05], [-0.58, -1.51, 0.71], [-2.93, -0.30, -3.26], [-0.45, 1.73, -1.43], [0.59, 0.85, 1.56], [-0.99, -0.70, -0.01], [1.53, -4.51, 1.95], [0.10, -1.75, 1.31], [-1.56, 0.20, -0.73]],
  "mulliken_charge": [0.27, -0.69, 0.27, 0.19, 0.34, 0.34, 0.41, 0.17, 0.29, -0.71, 0.33, 0.35, 0.29, 0.04, -1.24, -0.53, 0.34, -0.30, 0.70, -0.60, -0.66, -0.67, -0.72, 0.23, 0.37, 0.33, 0.43, -0.73, -0.66, 0.49, 0.26, 0.35, 0.35, 0.35],
  "de_lowest_kj_mol": 364.1,
  "orbital_gap_ev": 9.42,
  "molar_mass_g_mol": 211.21,
  "charge": 0,
  "max_force_ev_per_a": 6.04
}